1.
This record from the OMol25 dataset describes an isolated ion of composition C7H11INOS and charge +1. The level of theory is ωB97M-V with the def2-TZVPD basis set.

Last column: natural (NBO) charge in e.
Element x y z (Å)
C: 1.441 0.356 2.236  -0.231
C: 1.668 1.551 1.661  -0.121
C: 1.282 -0.656 1.141  -0.490
C: 1.508 1.593 0.176  -0.513
C: 1.080 0.159 -0.101  -0.028
C: -0.849 -0.978 -1.206  0.160
C: -2.367 -1.186 -1.115  -0.047
N: -0.396 0.253 -0.609  -0.529
O: -1.452 -1.746 -0.266  -0.455
S: -3.309 -2.065 -2.438  0.038
I: 1.586 3.417 2.687  0.207
H: 1.660 0.159 3.294  0.262
H: 2.197 -1.393 1.138  0.267
H: 0.480 -1.414 1.300  0.255
H: 0.724 2.301 -0.239  0.227
H: 2.386 2.001 -0.398  0.274
H: 1.480 -0.528 -0.917  0.239
H: -0.287 -1.392 -2.013  0.231
H: -2.954 -0.495 -0.528  0.207
H: -1.000 0.270 0.166  0.441
H: -0.659 0.945 -1.377  0.461
H: -4.220 -1.152 -2.595  0.145

Net charge ... +1
Structure (SMILES) ... S[C@H]1O[C@@H]1[NH2+][C@@H]1CC=C(I)C1
ΔE to the lowest compared entry with this formula, charge and spin ... 0.0 kcal/mol
LUMO level ... -3.260 eV
Gap between HOMO and LUMO ... 8.95 eV

2.
This record from the OMol25 dataset describes C7H11InNP as an isolated structure. The level of theory is ωB97M-V with the def2-TZVPD basis set.

Last column: natural (NBO) charge in e.
Element x y z (Å)
C: -0.551 0.300 -2.870  -0.423
C: -1.329 1.361 -2.315  -0.299
C: -0.460 2.299 -1.704  -0.326
C: 0.872 1.845 -1.896  -0.310
C: 0.841 0.607 -2.600  -0.377
In: -0.210 -0.627 -0.378  0.528
P: -0.241 -3.088 -0.013  -0.094
H: -0.897 -0.458 -3.584  0.216
H: -2.413 1.444 -2.399  0.209
H: -0.757 3.179 -1.158  0.207
H: 1.691 0.092 -3.052  0.215
H: 1.776 2.370 -1.599  0.207
H: 1.022 -3.584 -0.553  0.064
H: -1.403 -3.637 -0.709  0.079
H: -0.325 -3.314 1.426  0.062
C: 0.447 0.186 4.387  -0.729
C: 0.296 0.202 2.953  0.371
N: 0.181 0.267 1.796  -0.394
H: 1.386 -0.312 4.661  0.263
H: -0.389 -0.353 4.852  0.261
H: 0.463 1.220 4.755  0.269

Net charge ... 0
ΔE to the lowest compared entry with this formula, charge and spin ... 12.0 kcal/mol
LUMO level (spin up / spin down) ... -0.115 / -0.116 eV
Gap between HOMO and LUMO (spin up / spin down) ... 5.37 / 5.37 eV

3.
This record from the OMol25 dataset describes C7H11LaN3OS as an isolated structure. The level of theory is ωB97M-V with the def2-TZVPD basis set.

Last column: Mulliken charge in e.
Element x y z (Å)
C: 2.548 -0.383 1.006  -1.133
C: 1.856 0.640 0.073  -0.340
C: 0.585 1.301 0.602  -0.489
N: -0.494 0.361 0.965  0.107
C: -1.706 0.252 0.138  -0.102
S: -2.874 -0.895 0.997  0.243
C: -2.362 1.559 0.088  -0.258
N: -2.880 2.577 0.009  -0.188
C: -1.586 -0.233 -1.349  0.807
O: -0.825 0.640 -2.107  -0.464
C: -1.055 -1.620 -1.365  0.067
N: -0.536 -2.660 -1.445  -0.466
H: 1.896 -0.841 1.785  0.271
H: 3.400 0.016 1.563  0.386
H: 2.979 -1.190 0.374  0.347
H: 2.579 1.453 -0.050  0.380
H: 1.676 0.224 -0.933  0.222
H: 0.223 1.991 -0.161  0.409
H: 0.817 1.896 1.490  0.459
H: -0.157 -0.579 1.173  -0.219
H: -1.943 -1.875 1.190  -0.035
H: -2.619 -0.321 -1.737  0.488
H: -0.272 0.265 -2.806  0.392
La: 0.750 -2.575 0.501  2.116

Net charge ... +3
LUMO level ... -14.670 eV
Gap between HOMO and LUMO ... 6.38 eV

no.,calculated total energy (Ha),strongest force on any atom (eV Å⁻¹)
1,-1098.82780,3.96
2,-859.37330,4.18
3,-941.28366,1.78